# 1
Formula: C12H25ClNO2P2Ti
Source: the OMol25 dataset
Level of theory: ωB97M-V/def2-TZVPD

HOMO (alpha / beta) = -16.06 / -16.20 eV
orbital gap (alpha / beta) = 8.420 / 8.818 eV
calculated total energy = -72636.5878 eV
spin multiplicity = 2
charge = +2

CARTESIAN COORDINATES (ANGSTROEM)
Ti 0.223 1.095 -0.350
P -2.139 0.947 -0.702
C -2.152 1.651 -2.403
C -0.808 1.769 -3.077
N 0.309 1.465 -2.381
C 1.533 1.498 -2.955
C 1.674 1.945 -4.257
C 0.545 2.280 -4.993
C -0.707 2.177 -4.397
C 2.728 1.060 -2.146
P 2.352 0.025 -0.657
H -1.624 2.411 -4.932
H 2.678 2.007 -4.673
H 0.638 2.612 -6.024
H 3.392 0.443 -2.772
H 3.313 1.940 -1.822
H -2.783 1.044 -2.963
H -2.623 2.647 -2.330
H -1.058 -4.243 -3.681
O -1.717 -3.716 -4.070
H -1.285 -3.291 -4.830
H -1.216 -2.683 2.593
O -0.549 -1.552 1.436
H 0.378 -1.665 1.154
C 2.567 -1.661 -1.275
H 3.194 -1.654 -2.175
H 3.040 -2.273 -0.497
H 1.588 -2.091 -1.523
C 3.737 0.305 0.472
H 3.740 -0.503 1.215
H 4.693 0.313 -0.070
H 3.598 1.261 0.993
C -3.285 1.979 0.239
H -3.694 2.773 -0.399
H -4.095 1.353 0.633
H -2.737 2.434 1.074
C -2.925 -0.674 -0.857
H -2.443 -1.354 -0.141
H -3.994 -0.581 -0.619
H -2.791 -1.069 -1.873
Cl 0.657 3.007 0.678
C -0.647 -1.812 2.819
H 0.286 -2.045 3.355
H -1.253 -1.060 3.331

Results of the Mulliken charge analysis, in e, for atoms 1 through 8: atom 1 (Ti): -0.247, atom 2 (P): 1.427, atom 3 (C): -1.407, atom 4 (C): 0.430, atom 5 (N): 0.316, atom 6 (C): 0.351, atom 7 (C): -0.795, atom 8 (C): -0.417



# 2
Formula: C33H32IIrN6O5
Source: the OMol25 dataset
Level of theory: ωB97M-V/def2-TZVPD

HOMO (alpha / beta) = -10.02 / -9.99 eV
orbital gap (alpha / beta) = 4.434 / 4.681 eV
calculated total energy = -64847.8055 eV
spin multiplicity = 2
charge = +1

CARTESIAN COORDINATES (ANGSTROEM)
Ir 0.063 -0.586 -0.795
C -0.206 -1.959 3.849
C -1.469 -1.603 3.145
N -2.603 -1.622 3.786
C -3.734 -1.260 3.217
C -3.827 -0.913 1.868
C -5.134 -0.361 1.360
O -5.554 -0.956 0.144
C -2.662 -1.000 1.117
C -2.648 -0.956 -0.419
N -1.895 0.179 -0.825
C -2.401 1.300 -1.360
C -3.607 1.359 -2.097
C -4.037 2.533 -2.670
C -3.312 3.707 -2.511
C -2.123 3.692 -1.794
C -1.676 2.509 -1.251
I 0.158 2.467 -0.166
C -1.414 -1.231 1.753
O -0.265 -1.154 1.200
H -0.429 -2.518 4.753
H 0.336 -1.054 4.122
H 0.439 -2.536 3.189
H -4.602 -1.257 3.859
H -5.002 0.723 1.211
H -5.894 -0.504 2.139
H -6.338 -0.492 -0.170
H -3.682 -0.954 -0.774
H -4.171 0.450 -2.243
H -4.946 2.543 -3.253
H -3.667 4.626 -2.946
H -1.555 4.598 -1.658
C -1.710 -0.245 -6.244
C -2.231 -0.682 -5.032
C -1.476 -0.643 -3.882
C -0.174 -0.117 -3.903
C 0.336 0.350 -5.136
C -0.418 0.266 -6.282
N 0.600 -0.086 -2.783
N 1.864 0.225 -2.935
C 2.683 -0.021 -1.918
C 4.076 0.151 -2.030
C 4.885 -0.138 -0.956
C 4.340 -0.577 0.244
C 2.957 -0.726 0.382
C 2.130 -0.480 -0.683
H -2.293 -0.319 -7.150
H -3.231 -1.086 -5.000
H -1.864 -1.054 -2.965
H 1.331 0.767 -5.150
H 0.003 0.611 -7.216
H 4.473 0.496 -2.969
H 5.955 -0.026 -1.048
H 4.984 -0.796 1.081
H 2.548 -1.021 1.339
N -1.855 -2.099 -0.816
C -2.108 -3.340 -0.654
N -3.312 -3.950 -0.534
C -4.387 -3.621 -1.461
C -5.744 -3.920 -0.824
O -5.814 -5.260 -0.410
C -4.813 -5.538 0.533
C -3.413 -5.322 -0.057
H -4.270 -4.246 -2.356
H -4.334 -2.576 -1.752
H -6.538 -3.778 -1.560
H -5.898 -3.241 0.027
H -4.934 -6.586 0.812
H -4.943 -4.899 1.421
H -3.255 -6.027 -0.883
H -2.671 -5.496 0.720
C 1.110 -4.917 0.049
C 0.248 -3.917 -0.657
O -1.066 -4.225 -0.489
O 0.649 -2.978 -1.295
H 0.600 -5.870 0.161
H 1.328 -4.522 1.043
H 2.045 -5.046 -0.489

Results of the Mulliken charge analysis, in e, for atoms 1 through 8: atom 1 (Ir): 0.399, atom 2 (C): -1.158, atom 3 (C): 0.465, atom 4 (N): -0.637, atom 5 (C): -1.242, atom 6 (C): 0.402, atom 7 (C): -0.780, atom 8 (O): -0.417



# 3
Formula: C11H10F3NOS2
Source: the OMol25 dataset
Level of theory: ωB97M-V/def2-TZVPD

HOMO = -8.93 eV
orbital gap = 9.178 eV
calculated total energy = -44929.0172 eV
SMILES = O=C(NC1(c2ccccc2)SCCS1)C(F)(F)F
charge = 0

CARTESIAN COORDINATES (ANGSTROEM)
C 2.613 -2.663 -0.836
C 2.976 -1.440 -0.253
C 2.083 -0.352 -0.261
C 0.805 -0.520 -0.745
C -0.265 0.571 -0.356
S -1.428 0.635 -1.794
C -1.762 2.416 -1.917
C -0.992 3.144 -0.827
S 0.498 2.241 -0.310
C 0.454 -1.683 -1.416
C 1.340 -2.779 -1.415
H 3.306 -3.521 -0.795
H 3.937 -1.325 0.236
H 2.381 0.594 0.185
H -1.474 2.831 -2.896
H -2.849 2.573 -1.831
H -0.624 4.109 -1.203
H -1.630 3.341 0.043
H -0.526 -1.816 -1.902
H 1.036 -3.743 -1.841
H -2.060 0.132 0.701
N -1.019 0.150 0.801
C -0.763 0.278 2.160
C -1.276 -0.865 3.189
F -2.626 -0.742 3.438
F -1.051 -2.117 2.713
F -0.624 -0.749 4.389
O -0.461 1.299 2.742

Results of the Mulliken charge analysis, in e, for atoms 1 through 8: atom 1 (C): -0.437, atom 2 (C): -0.676, atom 3 (C): -0.327, atom 4 (C): 0.445, atom 5 (C): 0.272, atom 6 (S): -0.185, atom 7 (C): -0.478, atom 8 (C): -0.616